Computed, not measured: a cluster of 15 separate species, C45H117N3O24 in total in a non-equilibrium geometry, with ωB97M-V/def2-TZVPD.

- Orbital gap: 8.38 eV
- Multiplicity: 1
- Energy above the lowest of the compared OMol25 structures with the same formula, charge and spin: 0.0 kJ/mol
- Energy: -3754.48304 a.u.
- Lowest unoccupied orbital energy: 0.1599 eV

```
189
Properties=species:S:1:pos:R:3:forces:R:3
H -12.1321 -11.8458 -4.4910 -0.1 0.1 0.5
C -11.4459 -5.3418 -7.6386 0.9 -0.5 -1.8
H -9.7059 -7.9468 -8.7036 -0.6 0.2 0.2
C -2.9553 -6.0503 -6.5201 0.9 -0.3 -1.2
H -2.3731 -7.5551 -4.0622 0.2 -0.2 -0.9
C -6.6663 -9.1496 -6.4244 0.9 -0.2 -1.4
H -14.8395 -13.6258 -9.0797 0.5 -0.2 0.9
O -16.2177 -11.3442 -6.8633 0.1 -1.2 -0.9
O -3.7623 -8.8269 -6.3215 0.6 -0.5 -0.4
H -11.1948 -10.2708 -8.9734 -0.1 -0.2 -0.4
C -7.4270 -12.2668 -0.6513 1.5 -0.3 2.0
H -11.8406 -4.6857 -6.8629 -0.2 -0.2 0.2
H -7.1512 -12.9283 -4.0926 -0.4 0.4 0.0
C -13.4966 -11.6054 -2.4982 -0.8 -0.7 0.2
H -8.0714 -7.8111 0.9116 -0.4 0.0 0.2
H -9.5050 -16.5018 -1.6240 -0.2 -0.1 -0.2
H -7.7785 -7.4319 -4.8447 0.0 -0.1 0.2
H -11.1482 -14.8557 -4.8726 -0.1 0.2 0.1
H -10.5774 -9.8470 -11.5413 0.3 -0.3 0.4
H -7.9100 -7.0735 -2.0946 0.2 -0.2 -0.1
H -6.0424 -15.4405 -1.6926 0.0 0.2 -0.5
H -11.3494 -4.0097 -0.9113 -0.3 -0.2 -0.3
H -6.7606 -11.4089 -0.7401 0.0 0.1 -0.4
C -12.1096 -5.8753 0.0564 0.1 0.1 -0.3
H -7.3407 -16.2276 -2.6903 0.3 -0.1 -0.1
H -2.3273 -5.2014 -6.2498 -0.7 0.5 0.4
C -15.5738 -12.5913 -7.2042 1.4 -0.1 0.1
H -8.1089 -11.4988 -9.6366 0.0 -0.1 -0.2
H -8.2191 -11.9109 0.0075 -0.3 -0.2 0.0
H -13.4497 -14.5246 -12.7156 0.1 -0.1 0.0
H -7.0114 -15.3637 0.7832 -0.4 -0.2 0.4
H -10.1112 -15.5937 -0.2964 0.3 0.1 0.4
C -11.5801 -7.1808 0.6850 -1.2 0.7 1.2
H -10.5511 -7.7973 -11.6547 0.0 0.8 -0.3
C -9.8827 -5.6373 -1.2236 -0.5 0.2 0.9
C -8.0753 -15.0679 -1.0164 -1.2 -0.1 0.6
C -11.6081 -11.4856 -6.2734 0.7 1.4 -0.4
C -7.9789 -12.6834 -1.9794 0.2 1.7 -1.8
O -8.4090 -11.3667 -8.7373 0.3 -0.6 0.1
H -10.7182 -10.5832 -4.0013 -0.1 -0.1 0.3
H -5.0647 -9.8812 -4.1330 0.2 -0.2 -0.5
C -12.0247 -16.4834 -5.5772 -0.1 0.1 1.8
C -12.2774 -13.0645 -11.6298 -0.9 0.4 -0.5
H -12.8297 -5.4641 0.7639 0.4 0.5 0.3
H -8.4332 -14.5372 -3.4742 -0.2 -0.6 -1.4
H -6.1461 -11.9198 -3.0038 -0.3 0.2 -0.1
H -8.3265 -8.7285 -1.5704 0.1 0.1 0.1
C -3.1472 -6.7918 -4.1415 0.7 -0.5 0.8
H -8.9958 -5.0114 -1.3220 0.2 0.1 0.4
C -9.1976 -16.0452 -0.6831 -0.6 -0.5 -1.3
H -14.2311 -16.5334 -5.4588 0.3 -0.1 0.6
H -13.8637 -11.0545 -1.6324 -0.3 0.0 0.1
H -11.8642 -6.3536 -9.4493 -0.7 -0.8 0.3
H -10.5427 -5.9901 2.1316 0.2 -0.2 0.5
O -8.2678 -16.0006 -5.5310 -0.4 0.1 -0.6
N -4.6050 -7.7859 -5.9964 -1.6 1.8 0.3
H -11.3559 -13.1981 -12.1965 0.1 -0.2 0.2
C -9.4497 -7.0476 -0.6298 0.5 0.7 -2.6
C -6.6108 -13.4044 0.1364 -0.8 2.1 -1.2
H -12.4501 -10.8538 -6.5561 -0.4 0.2 0.4
O -13.6560 -6.2364 -8.2176 1.0 -1.4 -0.2
C -8.7262 -7.7566 -1.8597 -0.2 0.4 1.0
H -6.8714 -16.3932 -6.9794 -0.2 0.0 -0.5
H -10.6095 -4.8577 -8.1428 -0.1 0.7 0.1
H -5.3035 -4.9575 -6.0170 -0.3 -0.5 -0.3
H -8.6519 -6.0811 1.0960 0.0 -0.4 0.6
C -8.9278 -11.4938 -2.5154 -0.5 -1.0 0.1
H -6.7375 -8.6224 -7.3758 -0.5 0.6 0.0
H -6.8073 -16.8238 -1.0882 -0.4 -0.2 -0.1
H -12.4958 -10.0130 -2.8905 0.1 0.9 -0.2
H -14.3041 -10.8905 -8.5863 -0.1 0.7 0.3
H -15.7680 -10.1662 -3.5810 0.0 -0.2 0.3
H -4.5852 -4.7090 -4.5031 1.0 0.0 -0.2
H -10.4450 -7.7618 2.4677 0.3 0.1 -0.2
H -14.0183 -14.1742 -11.0569 -0.5 0.4 -0.3
C -4.9718 -5.5075 -5.1364 -0.3 0.8 1.6
H -11.8111 -8.6337 -8.9846 -0.1 0.0 0.0
C -11.0714 -9.2930 -9.4389 1.1 0.6 0.8
H -6.6771 -14.9443 -6.0417 0.4 0.2 -0.1
H -5.9179 -6.3883 -3.2815 0.4 -0.2 -0.2
C -8.0503 -14.6476 -7.6233 -0.8 1.2 -0.8
H -6.3066 -13.0204 1.1101 0.1 0.2 0.0
C -7.5640 -14.5483 0.3166 1.2 0.3 -0.3
C -10.3857 -10.5366 -5.9280 -0.8 -1.4 -0.1
O -8.8924 -13.5826 -7.0833 -0.1 -1.6 0.9
O -11.5559 -14.6198 -8.6030 -0.1 -0.7 0.5
H -9.1164 -15.6423 -5.8014 -1.1 -0.2 0.7
C -15.0945 -12.6480 -8.6712 -1.8 0.1 0.1
H -14.3237 -5.5756 -8.0203 0.4 0.3 -0.3
H -15.4867 -12.3283 -3.1388 0.3 -0.5 0.2
H -13.1393 -6.4205 -2.9100 -0.4 0.0 -0.1
H -2.1605 -6.7132 -6.8622 -0.1 -0.8 0.5
H -6.6689 -9.5055 -3.7178 -0.3 0.4 -0.1
C -5.7461 -9.0340 -4.0556 0.8 -0.6 -0.7
H -11.4906 -13.7681 -9.0351 -0.2 0.7 -0.6
O -11.9320 -12.3964 -5.2515 0.3 -0.2 -0.5
H -15.9417 -12.4012 -9.3111 -0.3 0.5 -0.1
H -10.3266 -9.7641 -6.6947 0.1 0.1 0.1
C -8.3588 -6.8827 0.4181 0.0 0.7 0.4
H -8.6777 -10.4485 -8.7064 -0.4 0.8 0.1
O -9.7519 -8.8555 -9.0096 0.1 -0.6 -0.7
O -12.4367 -15.4056 -11.1477 0.0 -0.7 -1.1
O -9.2494 -14.3611 -3.0006 0.5 -0.2 -0.1
H -13.0068 -15.2843 -7.5810 0.3 0.3 -0.5
C -6.1768 -5.9982 -4.2659 -0.3 -0.8 -2.0
H -8.7771 -12.7993 -7.6262 0.2 0.3 -0.3
H -3.7796 -7.1007 -3.3092 -0.4 0.5 -0.1
H -10.5734 -4.4872 0.5179 0.3 -0.1 0.1
C -13.1429 -14.3096 -11.6920 0.8 -0.2 1.3
C -13.2345 -7.5469 -4.8075 -0.1 -0.4 0.7
C -12.6091 -7.1972 -3.4611 1.4 1.0 -0.9
C -6.8334 -12.7637 -3.0630 0.2 -0.9 0.8
C -10.9965 -4.9033 -0.3965 0.4 -0.7 0.4
N -8.6956 -13.9334 -1.8002 -0.4 0.2 1.8
H -6.1748 -10.0343 -6.8291 0.4 -0.4 0.8
H -12.5609 -8.9744 1.3178 -0.1 0.0 0.3
C -11.0763 -6.9406 2.1282 0.4 0.1 -0.3
H -11.8887 -6.9136 2.8545 -0.2 0.3 -0.2
H -6.9617 -6.6985 -6.1949 -0.3 0.8 0.1
C -7.4205 -15.5506 -6.5592 1.3 1.2 0.4
H -3.4825 -5.8760 -7.4580 -0.3 0.5 0.1
H -9.2705 -7.8854 -2.7953 -0.6 0.0 0.1
C -12.4145 -5.7136 -8.7596 -1.3 1.7 0.6
O -13.7097 -15.7885 -7.1646 -0.7 -0.4 -2.2
H -12.2267 -9.8846 -10.9677 -0.4 0.2 -0.6
H -12.1418 -15.2138 -10.2544 0.0 0.1 0.4
H -11.6259 -17.2383 -6.2548 -0.8 -0.1 -0.2
H -14.6509 -12.6543 -6.6278 0.4 0.0 0.2
H -13.6003 -7.5223 1.3648 0.2 0.0 0.2
O -10.8156 -6.5317 -7.1983 0.2 0.3 0.4
H -3.8216 -8.7179 -7.2734 0.6 -0.8 -0.3
O -11.0171 -15.5103 -5.5624 0.9 1.0 -1.0
H -8.4869 -10.5322 -2.7781 1.0 -0.4 0.1
C -12.8033 -8.0331 0.8245 -0.7 -1.6 -0.3
H -12.7486 -4.8978 -9.4007 0.5 0.6 0.1
C -14.6190 -11.8188 -3.5579 0.6 1.0 0.4
H -8.8295 -16.8942 -0.1072 -0.1 0.3 0.5
H -10.8952 -14.5891 -7.9111 0.4 -0.1 0.6
O -12.3240 -10.9560 -2.9442 -0.4 -0.7 -0.2
O -10.4853 -9.1336 -0.2795 -0.1 -0.3 0.9
H -13.2271 -8.3471 -0.1294 0.1 0.2 -0.3
H -11.4130 -12.0048 -7.2117 0.4 -0.4 0.2
O -12.3031 -8.2933 -2.6492 -1.3 -1.6 0.2
H -12.0381 -16.8684 -4.5576 -0.1 -0.7 0.1
H -7.3850 -14.0614 -8.2572 1.2 -0.7 0.3
H -8.3330 -14.1362 0.9700 -0.4 -0.6 -0.1
H -2.6419 -5.8553 -3.9051 -0.1 0.1 0.2
C -11.3039 -9.3054 -10.9356 -0.6 -1.0 0.9
H -13.1996 -12.5933 -2.1461 0.0 -0.1 0.0
H -6.2069 -13.6309 -2.8542 0.1 -0.1 0.2
H -13.5124 -14.8789 -5.5028 0.4 0.0 1.4
H -8.6088 -15.1899 -8.3863 -0.5 -0.5 0.3
O -15.0857 -10.5861 -4.1100 0.2 0.4 -0.6
H -13.9917 -8.1381 -8.0776 0.1 0.6 0.0
C -6.8110 -7.0548 -5.1758 0.4 -0.8 -0.2
H -11.7561 -8.8605 -5.2034 0.4 -0.5 1.0
C -13.4141 -15.9142 -5.8292 0.0 0.0 -0.5
O -12.3581 -8.2608 -5.6500 -0.6 0.8 -1.0
H -5.2940 -8.4892 -3.2268 -0.4 0.5 -0.2
O -11.9740 -12.6698 -10.3046 1.1 -0.2 -0.5
H -9.7330 -11.1819 -1.8502 0.0 -0.6 0.6
H -12.8441 -12.2763 -12.1255 0.0 0.4 -0.1
H -7.4339 -6.4901 -0.0044 0.0 -0.1 -0.5
O -14.5229 -8.8191 -7.6650 -0.4 -0.8 -0.3
O -10.5070 -9.8932 -4.6345 0.1 0.1 -1.3
H -9.4512 -11.7986 -3.4216 0.3 -0.5 0.0
H -7.6586 -9.4722 -6.1093 0.1 0.3 0.3
N -10.6735 -7.7438 -0.2535 0.9 0.4 -2.1
H -11.6184 -8.0022 -2.0426 0.3 0.4 0.8
C -5.8811 -8.2662 -5.4473 -0.7 -0.4 2.7
C -7.0115 -15.9395 -1.6919 0.6 0.8 0.0
H -10.2056 -5.6864 -2.2635 -0.3 -0.7 0.0
H -9.4883 -11.1539 -5.9699 0.2 0.1 0.2
C -3.8820 -6.5912 -5.4612 -1.4 -0.1 1.0
H -11.5912 -6.8514 -3.6415 -0.1 1.1 -0.7
H -11.4455 -7.0567 -6.6991 -0.4 -0.7 0.5
H -5.7086 -13.5819 -0.4489 0.0 -0.5 0.1
H -14.3025 -8.7648 -6.7351 0.2 -0.2 0.2
H -12.6966 -12.1705 -9.9170 -0.8 0.2 0.3
H -12.7858 -6.2031 -0.7332 0.3 0.1 -0.6
H -10.7177 -9.3165 -1.1928 0.0 -0.8 0.0
O -11.4672 -8.0141 -11.4669 0.3 0.1 -0.1
O -14.0370 -11.7544 -8.9085 0.4 0.1 -0.1
H -6.9449 -5.2569 -4.0456 0.3 0.6 -0.3
H -14.1629 -8.0966 -4.6522 -0.1 -0.5 0.2
H -14.1953 -12.3568 -4.4059 -0.2 -0.2 0.1
H -16.0421 -11.2232 -5.9273 0.1 0.3 0.2
H -13.5651 -6.6808 -5.3808 0.3 0.4 0.3
H -16.0955 -13.4949 -6.8890 -0.7 0.1 -0.4
```
Forces are in eV/Å.

Mulliken population analysis, charges in e, atoms 1 to 99: H -0.40; C -0.59; H 0.24; C -2.07; H 0.34; C -2.18; H 0.40; O -0.60; O -0.48; H -1.00; C -1.38; H 0.30; H 0.21; C -0.89; H 0.35; H 0.38; H -0.55; H -0.14; H 0.40; H 0.37; H 0.35; H 0.44; H 0.33; C -1.19; H 0.23; H 0.37; C -0.01; H 0.22; H 0.45; H 0.38; H 0.45; H 0.34; C 1.25; H 0.40; C -1.16; C 1.79; C 0.97; C 2.44; O -0.49; H -1.54; H 0.57; C -0.66; C -0.46; H 0.43; H 0.22; H 0.31; H 0.10; C -1.74; H 0.52; C -1.93; H 0.45; H 0.40; H -0.08; H 0.32; O -0.44; N 0.51; H 0.28; C 1.98; C -0.89; H -0.36; O -0.50; C -1.42; H 0.40; H 0.37; H 0.36; H 0.41; C -2.00; H 0.66; H 0.56; H -0.14; H 0.16; H 0.23; H 0.50; H 0.31; H 0.07; C -1.71; H -0.41; C 2.35; H 0.24; H 0.24; C -0.63; H 0.43; C -1.27; C 0.01; O 0.31; O -0.72; H 0.31; C -0.46; H 0.26; H 0.62; H 0.50; H 0.41; H -0.22; C -1.03; H 0.53; O 0.50; H 0.24; H 0.00; C -1.84